Formula: C70H184N12O27
Source: the OMol25 dataset
Level of theory: ωB97M-V with the def2-TZVPD basis set

Each line ends with the Löwdin charge.
Atoms and positions in Å:
N: 1.173238 -5.985152 -12.065225  0.015
H: 0.791150 -5.105298 -12.381400  0.078
O: 6.802852 8.626027 -11.649851  -0.208
H: 1.011737 -16.211906 -7.106379  0.075
H: 2.793920 9.052085 11.176132  0.112
N: -4.567277 -1.170842 -2.939650  0.036
H: 7.253901 -3.453054 9.853815  0.107
H: 7.274667 -5.393146 10.894300  0.108
C: 1.482216 6.093436 0.305669  -0.213
C: -5.071132 9.724621 14.161998  -0.109
H: -11.637966 -2.103731 5.504325  0.121
H: -1.391598 -15.281078 -8.604162  0.124
H: -6.702005 11.465755 2.725765  0.079
C: -5.010350 -1.698712 -5.324416  -0.218
H: -9.354736 -0.236991 5.923538  0.108
H: -7.046994 -5.349017 12.698235  0.112
C: 9.621506 -4.979619 -3.788693  -0.276
H: -4.531443 -2.186400 11.144993  0.117
C: -9.082873 0.554772 3.539016  -0.233
O: 10.990870 -5.217593 -4.036387  -0.061
H: 8.491487 -4.810040 -19.097195  0.077
H: -1.461165 -7.327523 -10.720212  0.068
H: 0.819118 7.402643 10.523634  0.132
N: -2.406861 -12.792752 -7.558055  -0.028
H: 1.765531 -14.984985 -8.136913  0.082
C: 8.519135 -2.169860 -19.241811  -0.211
H: -5.097422 -2.999205 9.656109  0.117
H: -4.450543 -12.618456 -7.129636  0.113
H: 6.555012 -3.297786 -13.017906  0.087
H: 9.436593 -1.842202 -18.752932  0.123
C: -0.871236 -6.912443 -11.537392  -0.056
H: -5.122475 -1.950549 -2.617307  0.074
C: 7.307382 9.844985 -12.087553  -0.130
C: 8.335847 -8.692779 9.564991  -0.123
N: 1.985624 8.219908 8.872819  0.028
C: -3.554506 -12.043055 -6.896985  -0.201
H: 1.418130 7.137175 -0.001883  0.111
H: -1.234671 2.439936 3.639425  0.113
H: 1.292401 -1.495766 -2.316548  0.081
H: 9.267230 3.156966 0.740395  0.116
C: -5.774363 -2.106284 -7.595736  -0.067
N: 7.281913 -1.103776 -17.508883  -0.074
H: 2.069386 -5.694527 -11.701114  0.069
H: -8.782365 1.296019 4.279518  0.098
C: -5.099542 -0.623794 -4.142821  -0.443
H: -1.532995 -12.461218 -7.175226  0.080
H: -4.966686 11.278257 1.555532  0.115
H: -0.218484 -1.426136 1.699166  0.109
H: 6.442318 10.447309 -12.364980  0.087
O: -12.587386 7.658887 5.842425  -0.073
H: 3.516953 3.747877 -9.382422  0.117
C: -12.893679 -0.318260 7.033969  -0.117
H: 2.754280 -8.282928 -8.226160  0.093
H: 10.142174 4.804207 -1.726396  0.127
C: 1.260790 -7.617856 -10.279510  -0.238
H: 3.596653 -8.517954 -9.806577  0.086
H: -10.100947 4.480644 3.318852  0.076
C: 0.492744 -6.524238 -10.947117  -0.478
C: -9.414206 3.688772 3.019807  -0.100
H: 3.940281 4.441558 -11.818112  0.109
H: -13.493459 -1.081837 6.538687  0.085
C: 2.704783 7.966414 11.214405  -0.208
H: 6.917697 -2.977597 -15.485996  0.106
H: -0.283576 -1.427955 -2.931819  0.079
H: 1.031425 -0.263400 2.251801  0.112
H: 6.778363 -5.309384 8.429962  0.097
O: -0.119179 -14.354009 -7.238320  -0.186
H: 13.000258 2.475888 -0.169726  0.093
H: 6.931426 -1.904978 5.734946  0.078
H: 6.476447 -1.607193 -12.379844  0.086
O: -11.673334 -0.136028 6.377360  -0.192
H: 1.557152 3.998314 1.726524  0.068
C: -2.039165 1.710578 3.544921  -0.242
C: -5.662400 9.621401 11.824994  -0.159
H: -5.300309 8.661812 14.239572  0.083
C: -3.109059 2.660766 5.472980  -0.086
C: 2.693768 5.605081 -7.798306  -0.096
H: 9.951241 -3.534705 -2.159325  0.119
H: -3.048040 -9.043102 -4.754922  0.085
H: -7.167772 -3.953699 13.796609  0.113
H: -6.063896 -3.081482 -7.204248  0.078
C: -9.525455 1.359168 2.257306  -0.163
H: 7.367487 4.466965 0.780650  0.064
H: 12.252440 3.702359 0.851370  0.082
C: 6.227627 -1.200455 -16.465317  -0.180
H: -2.194834 -0.342486 3.060345  0.122
O: 2.260213 4.591168 2.001884  -0.060
H: 0.618135 -8.191588 -9.611736  0.132
H: -2.509515 -2.942160 9.957477  0.112
C: -3.396832 -11.768928 -5.419784  -0.230
H: -6.122762 -0.292782 -3.965185  0.133
H: 9.842411 -5.206735 -1.711650  0.120
H: 2.185116 9.195337 9.042650  0.055
C: 10.380613 4.313345 -0.782844  -0.191
H: 4.128754 -7.203951 -8.854736  0.091
H: -9.069529 -1.765695 5.013473  0.119
H: -6.306953 8.742677 11.847402  0.116
H: 6.989970 -0.339554 -18.101192  0.102
H: 8.077352 3.409316 -2.027551  0.073
H: -3.999612 9.878133 14.034017  0.083
H: 1.670351 5.433818 -8.132059  0.079
H: 5.365752 -1.676738 -16.932662  0.113
N: 8.140283 4.846867 0.252860  0.025
H: -1.362907 -9.168815 -5.197838  0.088
H: 8.160157 -1.381138 -19.902989  0.123
H: 9.358107 -8.712535 9.187245  0.090
O: 8.666396 -3.226852 -20.245171  -0.190
H: -3.468573 2.449911 6.480148  0.084
O: -2.609537 1.474412 4.805499  -0.202
C: 2.259622 5.935520 9.782739  -0.073
O: 0.301343 5.353558 -0.048098  -0.078
H: 5.700579 -7.626854 9.478960  0.125
H: -9.169953 -5.074807 14.446636  0.082
H: 2.372264 5.319809 10.675097  0.079
O: -3.547065 9.335891 3.879915  -0.059
C: 6.067399 7.928932 -12.672322  -0.197
C: 4.490322 4.900139 -10.996369  -0.184
H: -4.759520 -2.236305 -7.971621  0.080
H: -2.342159 3.434589 5.506996  0.080
H: 8.651273 -2.060505 5.837043  0.079
H: 2.545793 6.538257 -7.254816  0.088
C: 9.424056 -4.461015 -2.387648  -0.228
H: -1.452150 -5.619258 9.106158  0.082
C: -2.350499 -9.587435 -5.391515  -0.106
H: 7.926411 9.584168 -12.945977  0.082
O: 2.095322 7.698615 12.449614  -0.189
C: -4.564956 -3.128804 10.598327  -0.214
N: -10.135390 -0.323307 3.970696  -0.070
O: 11.419758 3.360962 -1.030195  -0.180
C: 1.104956 -15.140515 -7.283944  -0.091
H: -4.474427 1.411471 -3.670187  0.077
H: -2.433098 -5.762970 7.687989  0.086
H: 2.225442 7.869514 14.496958  0.086
H: 11.037525 -6.051222 -4.510178  0.082
N: 4.733132 6.330702 -11.317408  -0.056
H: 7.643807 -4.798583 -1.680427  0.078
H: -6.736866 9.257553 9.445335  0.065
H: 6.617507 -7.775748 11.027310  0.111
H: -7.215671 -3.203435 10.995748  0.113
O: -8.843850 -4.296756 12.545681  -0.196
H: -10.842365 8.393863 6.439546  0.114
H: 5.593948 -3.078131 9.984209  0.115
H: -10.739243 -1.830468 6.980568  0.118
C: -9.521477 -5.170219 13.419293  -0.139
H: 1.409103 5.588437 9.196011  0.073
C: -6.566112 -3.411926 11.845870  -0.190
H: -1.739424 -4.164364 8.084822  0.084
C: 2.692577 8.247786 13.587675  -0.128
H: 5.656688 5.788199 -13.049986  0.117
C: 7.724331 -2.625409 5.935864  -0.104
C: -4.103971 9.633170 2.622280  -0.260
C: 6.551449 -7.274164 10.061829  -0.219
H: 10.831837 5.122212 -0.208193  0.114
H: -5.285077 11.318065 10.646375  0.136
C: 6.384455 -2.866921 7.974813  -0.214
C: 1.809231 7.355744 10.070239  -0.397
H: 7.341269 2.504593 -0.704318  0.067
H: -4.645134 9.237250 11.749510  0.115
H: 6.022808 -0.165364 -16.191913  0.117
N: -5.272413 -4.091669 11.463384  -0.061
H: -5.581874 -2.556620 -4.970220  0.109
H: -4.007420 -2.102359 -5.463399  0.119
H: 5.598229 -5.599411 11.149692  0.114
H: -3.729592 -11.036725 -7.277422  0.095
H: 9.082278 -5.917248 -3.923543  0.122
C: -2.488129 -14.213201 -7.046702  -0.207
O: -10.241784 6.652384 8.484993  -0.050
O: -2.236561 -10.971580 -5.090590  -0.180
O: -5.842440 10.308996 13.105776  -0.215
H: -13.434998 0.624089 7.117968  0.091
C: 6.303581 -3.596934 9.339720  -0.203
H: 9.571249 -5.105009 -20.477706  0.090
N: -0.794089 0.585828 1.766998  -0.072
H: -9.395252 -6.205503 13.102501  0.081
C: 7.516388 -2.415901 -18.153448  -0.223
H: -10.758787 5.891000 6.685143  0.120
H: 0.523272 0.028566 -2.506142  0.085
N: 6.110181 -5.049883 9.141505  -0.054
H: 5.388023 4.309511 -10.813589  0.109
C: -11.655174 7.838660 6.907733  -0.247
H: 3.195457 5.892850 9.225521  0.079
O: -6.108140 10.871592 3.190421  -0.070
O: -0.170280 -1.154323 -0.831806  -0.170
C: -3.197408 -3.731479 10.260588  -0.184
H: -10.599644 -5.012944 13.388747  0.084
H: -10.092489 0.627699 1.681541  0.112
H: -8.171271 0.009569 3.294425  0.115
C: -9.783583 -0.975821 5.246541  -0.187
H: 1.840615 -0.869146 -0.014299  0.115
C: 3.239779 -7.796096 -9.071957  -0.097
C: 3.465417 4.740256 -9.830345  -0.242
H: 8.320394 -9.149965 10.554351  0.084
H: 9.185680 -4.247939 -4.468995  0.119
H: 3.724413 7.582901 11.177216  0.122
C: 6.377713 -5.777913 10.408993  -0.198
O: 2.327914 -6.952302 -9.721108  -0.193
C: -11.188455 6.495811 7.483704  -0.269
H: -12.704511 -0.700878 8.036928  0.084
H: 2.566861 9.326329 13.682757  0.082
C: 8.290978 2.826300 -1.131704  -0.058
C: 5.981864 -2.371440 -12.979358  -0.102
H: 0.131382 4.640734 0.572054  0.062
H: 0.502462 -5.641297 -10.308045  0.139
H: 7.636025 -1.571478 -14.813091  0.126
C: -11.054470 -1.361189 6.048630  -0.227
H: 7.753480 -3.319132 5.095620  0.079
H: 1.672975 -15.028762 -6.360384  0.077
H: -10.665664 6.631726 9.346117  0.090
H: 6.774019 6.109981 -11.792702  0.117
C: -1.401925 0.405366 3.071259  -0.229
H: -8.827347 3.462612 3.910059  0.078
H: 2.297234 5.723000 -0.316112  0.112
H: -8.672249 1.675841 1.657433  0.106
H: 7.938287 10.354729 -11.359398  0.089
H: -4.930484 1.127761 -5.445380  0.074
O: -5.658992 -1.215597 -6.454895  -0.204
H: 8.833174 1.943102 -1.469489  0.071
H: -5.472213 -4.962260 10.991963  0.104
O: 7.996881 -4.191190 -2.334647  -0.075
C: -4.809044 10.961410 2.586481  -0.248
H: -4.359731 -11.405999 -5.060319  0.120
H: 11.408111 2.249224 0.720993  0.079
H: -11.009861 0.180795 4.006492  0.108
C: -7.484846 11.109083 10.680014  -0.066
H: -3.941100 3.124656 4.943253  0.078
H: -3.450978 0.611672 -4.802148  0.067
H: -0.671931 0.063367 3.804912  0.121
H: 5.151050 8.482810 -12.876359  0.122
C: 6.686254 -1.955878 -15.184951  -0.258
H: 6.223878 -1.792920 8.068817  0.111
H: 5.055747 -2.578521 -12.443161  0.084
H: -6.376744 -2.481341 12.380890  0.109
H: 1.643370 -8.298073 -11.040442  0.134
H: 1.146271 8.288226 8.315218  0.063
H: 2.935799 4.762833 -7.150132  0.087
C: -2.172793 -5.076961 8.494051  -0.134
C: 0.341802 -0.987361 -2.155358  -0.135
H: -2.832360 2.132576 2.927781  0.124
H: -6.421104 -1.762337 -8.402911  0.087
H: -3.338714 -12.731523 -4.911705  0.102
C: 1.767131 5.903497 1.822951  -0.240
H: 6.621540 -2.752995 -18.676618  0.126
C: -1.331195 -15.048491 -7.540980  -0.220
H: -7.580044 11.773977 11.538478  0.071
H: -2.588645 -9.451561 -6.446464  0.076
H: -2.793368 -4.197733 11.159181  0.116
C: 9.087684 3.759117 -0.150270  -0.408
H: 4.911234 6.756021 -10.418804  0.100
H: -8.955023 4.243208 2.201361  0.082
H: -3.670303 -1.520659 -3.244874  0.067
H: 2.447306 4.818029 -10.211783  0.114
C: 5.845161 6.478672 -12.227897  -0.221
C: 0.242002 -0.453719 1.524687  -0.174
O: -3.311520 -4.790826 9.248579  -0.207
H: 3.760095 8.054989 13.694131  0.085
H: -12.798303 8.529323 5.496801  0.080
C: -6.065971 10.557820 10.628701  -0.456
O: -10.263598 2.561496 2.673803  -0.210
H: 0.867712 0.530872 -0.248679  0.105
H: 6.666792 7.909594 -13.582515  0.111
H: -1.407487 -6.031243 -11.889554  0.074
C: 9.262088 -4.372612 -19.731974  -0.140
H: 8.697333 5.310183 0.956507  0.057
O: 7.830634 -7.391728 9.467241  -0.194
H: -5.435054 10.275059 15.029558  0.087
H: 10.071303 -4.120409 -19.046654  0.086
H: -0.740526 -7.670676 -12.309476  0.083
H: -1.590764 0.363915 1.187199  0.106
H: -3.420234 -14.581059 -7.475601  0.115
O: 5.640488 -1.964259 -14.289919  -0.181
H: 7.927267 -3.150762 -17.461157  0.113
H: -7.664618 11.796551 9.853463  0.077
C: 0.808301 -0.521793 0.027861  -0.196
N: -5.925657 9.857333 9.397581  0.018
O: 3.615647 5.749087 -8.884637  -0.193
C: -7.395623 -4.320909 12.795936  -0.186
H: -8.206560 10.302422 10.808542  0.083
C: -4.497847 0.735568 -4.524999  -0.068
H: 7.691223 -9.284846 8.915360  0.087
H: -2.604591 -14.216635 -5.962941  0.101
H: -12.062011 5.936974 7.819448  0.122
O: 7.610633 -3.133199 7.269979  -0.190
H: -1.422779 -15.963986 -6.956532  0.116
H: -12.014249 8.507603 7.689826  0.113
H: -4.103643 9.671121 4.586627  0.084
H: -4.852632 8.874477 2.394250  0.117
H: 2.469617 6.674825 2.138642  0.115
H: 5.511728 -3.137949 7.380687  0.114
H: -4.181724 11.743982 3.013255  0.118
H: -3.325148 9.540356 1.865354  0.123
C: 12.046791 2.908577 0.133233  -0.131
H: -6.131129 10.397565 8.569304  0.073
H: 0.914930 6.108708 2.470841  0.117

Cartesian forces (eV/Å) of the 6 atoms listed first:
N 2.710 0.238 -1.796
H -0.581 -0.070 -0.013
O -0.435 -1.428 0.868
H -1.090 -0.412 -0.922
H -0.066 0.361 -0.620
N 0.719 0.152 0.153

Its total charge is 0. As for the total energy: -148715.0538 eV. The calculation puts the relative energy (zero: lowest compared OMol25 entry of this formula, charge and spin) at 128.49 kcal/mol. The HOMO energy is -8.53 eV. For the largest force on an atom, the calculation gives 3.26 eV Å⁻¹. As for the spin multiplicity: 1. As for the LUMO energy: 0.3 eV.